C26H51F2N4O2S | ωB97M-V/def2-TZVPD

The geometry in XYZ format:
```
86
Properties=species:S:1:pos:R:3:forces:R:3
C -2.0110 -4.7127 1.1181 0.2 0.2 0.1
C -1.8736 -3.2698 0.7455 0.0 0.1 0.1
N -0.9602 -2.5516 1.2387 0.0 0.0 0.0
C -2.8959 -2.7309 -0.2577 0.1 -0.1 -0.1
N -3.8048 -1.7731 0.3884 -0.1 0.0 -0.1
C -3.5973 -0.4226 0.5268 0.3 -0.1 -0.2
C -4.6431 0.0937 1.2178 0.4 0.1 0.0
S -4.9293 1.7528 1.6489 -0.4 0.3 0.0
N -5.4844 -0.9659 1.4776 -0.1 0.2 0.2
C -4.9585 -2.0783 0.9706 0.2 -0.4 0.0
N -5.4861 -3.3765 1.0350 -0.6 0.4 0.2
C -5.8301 -3.7559 2.3802 0.6 -0.1 -0.2
O -6.9113 -3.9483 2.7846 -0.2 -0.3 0.1
F -4.7120 -3.8342 3.0903 -0.2 0.2 -0.1
C -6.5918 -3.6195 0.1112 0.0 -0.2 0.0
O -6.6602 -4.5469 -0.5988 -0.1 0.4 0.3
F -7.4847 -2.6265 0.1963 0.2 -0.3 -0.2
H -3.0392 -4.9742 1.3639 0.0 0.0 -0.1
H -1.3704 -4.9176 1.9712 0.0 -0.1 0.0
H -1.6860 -5.3214 0.2706 -0.1 -0.1 0.0
H -0.9443 -1.6018 0.8645 0.0 0.0 0.0
H -3.4985 -3.5322 -0.6766 0.0 0.0 0.0
H -2.4012 -2.2083 -1.0744 0.0 0.0 0.0
H -2.7307 0.0726 0.1227 0.0 0.0 0.0
H -4.3077 1.7094 2.8323 0.1 -0.1 0.1
H -6.3620 -0.8794 1.9750 -0.1 -0.1 -0.1
C -1.2924 2.4131 -0.2717 0.0 0.0 0.1
C -1.8540 3.7285 0.2636 0.0 -0.1 0.0
C -2.1011 4.7719 -0.8234 0.0 0.0 0.0
C -0.8479 5.2117 -1.5820 0.0 0.0 0.0
C 0.2646 5.7813 -0.7034 0.0 0.1 0.0
C -0.1425 7.0433 0.0530 0.1 -0.1 0.0
H -0.3187 2.5452 -0.7424 0.0 0.0 0.0
H -1.1603 1.6886 0.5390 0.0 0.0 0.0
H -1.9663 1.9828 -1.0207 0.0 0.0 0.0
H -1.1794 4.1274 1.0247 0.0 0.0 0.0
H -2.7998 3.5170 0.7690 0.0 0.1 0.0
H -2.5815 5.6428 -0.3712 0.0 0.0 0.0
H -2.8226 4.3718 -1.5438 0.0 0.0 0.0
H -1.1384 5.9645 -2.3201 0.0 0.0 0.0
H -0.4518 4.3700 -2.1577 0.0 0.0 0.0
H 1.1198 6.0170 -1.3418 0.0 0.0 0.0
H 0.6143 5.0256 0.0062 0.0 0.0 0.0
H -0.4603 7.8261 -0.6379 0.0 0.0 0.0
H 0.6970 7.4288 0.6321 0.0 0.0 0.0
H -0.9595 6.8533 0.7512 0.0 0.0 0.0
C 3.5301 8.8261 -1.6024 0.0 0.0 -0.1
C 3.6045 7.7633 -2.6957 -0.1 0.0 0.1
C 4.3333 6.4932 -2.2633 0.0 -0.1 0.0
C 5.8016 6.6843 -1.8811 0.0 0.0 0.0
C 6.6727 7.2971 -2.9762 0.0 -0.1 0.0
C 6.7482 6.4482 -4.2419 0.0 0.1 0.0
H 4.5199 9.1760 -1.3073 0.0 0.0 0.0
H 2.9660 9.6928 -1.9486 0.0 0.0 0.0
H 3.0309 8.4335 -0.7132 0.0 0.0 0.0
H 4.0749 8.1883 -3.5858 0.0 0.0 0.0
H 2.5866 7.4924 -2.9918 0.0 0.0 0.0
H 4.2594 5.7536 -3.0658 0.0 0.0 0.0
H 3.8064 6.0601 -1.4057 0.0 0.0 0.0
H 6.2161 5.7109 -1.6008 0.0 0.0 0.0
H 5.8682 7.3063 -0.9843 0.0 0.0 0.0
H 7.6813 7.4326 -2.5784 0.0 0.0 0.0
H 6.3106 8.2974 -3.2280 0.0 0.0 0.0
H 7.1360 5.4520 -4.0191 0.0 0.0 0.0
H 7.4088 6.9050 -4.9793 0.0 0.0 0.0
H 5.7695 6.3311 -4.7098 0.0 0.0 0.0
C 3.1714 -10.1646 1.5515 -0.1 0.0 0.0
C 1.7436 -10.1096 1.0162 0.1 0.0 0.0
C 1.2758 -8.6966 0.6720 0.0 0.0 0.0
C 1.2457 -7.7262 1.8543 0.0 0.0 0.0
C 0.3763 -8.1723 3.0289 -0.1 0.1 0.0
C -1.0969 -8.3330 2.6665 0.0 0.0 0.1
H 3.2760 -9.6113 2.4859 0.0 0.0 0.0
H 3.4744 -11.1932 1.7470 0.0 0.0 0.0
H 3.8734 -9.7416 0.8303 0.0 0.0 0.0
H 1.0630 -10.5644 1.7411 0.0 0.0 0.0
H 1.6776 -10.7230 0.1147 0.0 0.0 0.0
H 0.2819 -8.7531 0.2174 0.0 0.0 0.0
H 1.9348 -8.2835 -0.0980 0.0 0.0 0.0
H 0.8874 -6.7537 1.4968 0.0 0.0 0.0
H 2.2635 -7.5535 2.2123 0.0 0.0 0.0
H 0.4689 -7.4317 3.8277 0.0 0.0 0.0
H 0.7532 -9.1104 3.4425 0.0 0.0 0.0
H -1.5050 -7.3971 2.2755 0.0 0.0 0.0
H -1.6867 -8.6127 3.5401 0.0 0.0 0.0
H -1.2479 -9.1043 1.9105 0.0 0.0 0.0
```
Positions in Å, forces in eV/Å.

Values from the calculation:
frontier orbital gap: 8.2 eV
largest force on an atom: 0.7 eV/Å
total charge: +1
HOMO energy: -12.12 eV
molecular weight: 521.8 g mol⁻¹

Results of the Mulliken charge analysis, in e, for atoms 1 through 8: -1.131 0.978 -0.692 -1.212 0.387 0.011 -0.581 -0.267